ORCA calculation (the ωB97M-V functional and the def2-TZVPD basis) on a structure of composition C15H34B2F8N2O3Rb in a non-equilibrium geometry.

The calculation puts the HOMO energy at -6.61 eV. Its gap between HOMO and LUMO is 8.469 eV. Its largest force on an atom is 0.033 hartree/bohr. The spin multiplicity is 1. Its charge is -1.

Geometry as XYZ:
```
65
Properties=species:S:1:pos:R:3:mulliken_charge:R:1
Rb 6.47055 -5.86260 -20.13751 0.541
B 5.52390 -2.96642 -22.88289 0.286
F 6.69453 -2.74195 -23.62764 -0.396
F 5.11129 -1.81377 -22.21124 -0.380
F 4.51244 -3.45732 -23.74435 -0.418
F 5.77964 -3.99907 -21.91541 0.034
B 8.87938 -5.29724 -17.95688 0.414
F 9.80998 -5.29202 -16.90869 -0.356
F 9.54410 -5.21397 -19.19351 -0.361
F 8.05964 -6.44876 -17.90849 -0.390
F 7.99733 -4.18717 -17.81188 -0.286
C 5.64898 -2.37464 -16.32154 -0.602
O 4.55469 -3.12783 -16.79414 -0.380
C 4.30254 -2.91600 -18.17016 -0.358
C 3.35678 -4.01056 -18.60156 -0.844
N 3.93984 -5.31592 -18.24235 0.010
C 3.02605 -6.42102 -18.47250 -0.934
C 3.48671 -7.31195 -19.62938 -0.435
O 4.71748 -7.93439 -19.32549 0.027
C 4.58940 -9.31136 -19.05662 -1.062
H 5.67874 -2.48897 -15.23963 0.230
H 5.54993 -1.30562 -16.55849 0.303
H 6.59231 -2.72081 -16.75828 0.202
H 5.23817 -2.97368 -18.73570 0.279
H 3.81318 -1.94405 -18.29917 0.352
H 3.14152 -3.95401 -19.67253 0.360
H 2.37909 -3.83688 -18.11290 0.402
H 4.11362 -5.14879 -17.25468 0.223
H 1.99739 -6.06874 -18.63032 0.438
H 2.94764 -7.06197 -17.58233 0.323
H 3.58913 -6.62841 -20.48150 0.234
H 2.66079 -7.98768 -19.86851 0.451
H 5.54284 -9.80645 -19.23348 0.254
H 3.90485 -9.80394 -19.76368 0.397
H 4.20365 -9.46497 -18.04594 0.272
C 5.93415 -7.95125 -24.84952 -2.147
C 6.81486 -8.69361 -23.85892 2.240
C 7.35270 -9.96184 -24.52310 -1.356
C 8.43566 -10.64744 -23.71922 -0.654
C 9.47307 -9.67446 -23.15400 -1.198
C 9.01076 -8.31287 -22.61216 1.743
N 7.91538 -7.82706 -23.46272 -0.084
O 7.34690 -6.64103 -22.88557 -0.079
C 8.60164 -8.35010 -21.11886 -0.846
C 10.17232 -7.34321 -22.73783 -1.960
C 5.88239 -9.15324 -22.71587 -1.831
H 5.30056 -7.21066 -24.36547 0.428
H 5.39926 -8.65388 -25.48808 0.422
H 6.54437 -7.36845 -25.55692 0.464
H 6.48197 -10.59406 -24.69874 0.416
H 7.75922 -9.69934 -25.50809 0.365
H 8.94064 -11.36617 -24.36565 0.410
H 7.99821 -11.22143 -22.89539 0.299
H 10.21940 -9.51027 -23.93403 0.401
H 9.96609 -10.17770 -22.31896 0.315
H 8.70678 -7.32181 -20.78042 -0.045
H 7.57240 -8.63835 -20.95351 -0.018
H 9.31998 -8.95190 -20.56299 0.467
H 10.48504 -7.24001 -23.78058 0.511
H 9.84355 -6.33027 -22.48530 0.344
H 10.98682 -7.61995 -22.07198 0.366
H 5.44992 -8.31322 -22.16490 0.169
H 6.34893 -9.83787 -22.01011 0.252
H 5.01540 -9.66881 -23.14420 0.555
H 7.30172 -6.02796 -23.62836 0.220
```